16
Properties=species:S:1:pos:R:3:mulliken_charge:R:1 method="wB97M-V/def2-TZVPD" charge=0 lumo_energy_ev=1.013 relative_energy_kj_mol=364.04 homo_lumo_gap_ha=0.3402 homo_energy_ev=-8.25 spin_multiplicity=1 smiles=C[C@H]1CN1N.O
C 0.261 0.165 -0.828 0.25
H 1.397 1.959 -0.554 0.31
H -2.908 -0.568 -0.838 0.27
H 2.083 -0.701 -0.003 0.30
H -0.364 0.070 -1.705 0.28
N -0.025 -1.120 0.352 -0.23
H 1.023 -0.412 1.973 0.25
N 0.131 -0.812 1.689 -0.59
O -2.282 -0.127 -0.254 -0.75
C 1.169 -0.938 -0.540 -0.53
C 0.420 1.547 -0.292 -1.10
H -0.631 -0.234 2.034 0.27
H -0.367 2.195 -0.667 0.29
H -1.511 -0.831 0.100 0.47
H 0.354 1.543 0.801 0.29
H 1.252 -1.737 -1.266 0.24

11
Properties=species:S:1:pos:R:3:mulliken_charge:R:1 method="wB97M-V/def2-TZVPD" charge=0 lumo_energy_ev=-1.246 relative_energy_kj_mol=318.88 homo_lumo_gap_ha=0.2873 homo_energy_ev=-9.06 spin_multiplicity=1 smiles="O=CSCSC=S"
S -1.489 0.816 -0.497 0.04
H 1.048 1.561 -0.976 0.37
C -2.326 -0.278 0.536 -0.25
H 1.927 -0.230 -1.421 0.16
S 1.062 -0.200 0.906 0.02
C 0.371 1.192 -0.052 -0.63
S -3.420 -1.529 0.030 -0.15
H -2.019 -0.341 1.582 0.33
C 1.980 -0.995 -0.462 0.27
O 2.430 -2.213 -0.407 -0.47
H 0.436 2.218 0.761 0.31

20
Properties=species:S:1:pos:R:3:mulliken_charge:R:1 method="wB97M-V/def2-TZVPD" charge=+4 lumo_energy_ev="-18.262 / -18.713" s2=9.0059 relative_energy_kj_mol=649.11 homo_lumo_gap_ha="0.2671 / 0.2191" homo_energy_ev="-25.53 / -24.68" spin_multiplicity=6
H 1.366 -0.072 3.666 0.52
C -1.276 -1.475 0.051 0.43
C -1.160 2.363 -3.799 0.01
Cl 0.335 -0.519 -2.460 -0.15
H 2.812 -1.995 3.406 0.51
C 3.260 -1.671 2.488 -1.04
S 1.981 -0.979 1.476 0.98
H 4.003 -0.901 2.613 0.44
O -1.871 2.450 -4.701 0.13
O -0.140 5.404 -1.546 0.11
Sm 0.342 1.952 -2.026 1.71
C -0.039 4.274 -1.758 0.03
Cl 1.700 1.953 0.043 -0.12
H 0.640 0.976 2.430 0.42
O -2.027 -2.348 0.050 0.16
O 2.811 -0.599 0.240 -0.33
H 3.634 -2.455 1.884 0.44
C 1.542 0.453 2.734 -1.01
H 2.404 1.102 2.778 0.45
Sc 0.120 0.063 0.083 0.32

21
Properties=species:S:1:pos:R:3:mulliken_charge:R:1 method="wB97M-V/def2-TZVPD" charge=0 lumo_energy_ev=-0.194 relative_energy_kj_mol=45.23 homo_lumo_gap_ha=0.3472 homo_energy_ev=-9.64 spin_multiplicity=1 smiles="FC(F)(F)PBr.C/C=N/CC"
F -0.601 4.177 2.547 -0.21
H 3.276 -0.940 -0.403 0.28
H 2.359 -0.788 1.181 0.21
H -1.013 -0.053 -1.641 0.12
H -2.509 -1.723 -0.478 0.25
H -1.301 -2.932 -0.957 0.35
H -0.368 -1.356 -2.796 0.27
H -2.570 -2.309 -2.035 0.33
Br -1.644 3.084 -0.323 -0.14
F 0.021 2.464 3.540 -0.25
H -0.221 1.015 1.169 0.05
C -0.711 -1.182 -1.709 0.01
H 1.228 0.398 -0.922 0.51
C 2.351 -1.205 0.140 -0.98
H 2.393 -2.235 0.096 0.34
C -1.846 -2.070 -1.284 -1.16
P -1.333 1.743 1.417 0.03
N 0.417 -1.495 -0.924 -0.37
F 0.981 3.083 1.681 -0.20
C 1.279 -0.640 -0.597 -0.14
C -0.190 2.966 2.300 0.71